Entry 1:
12
Properties=species:S:1:pos:R:3:lowdin_charge:R:1 method="wB97M-V/def2-TZVPD" orbital_gap_ev=8.1 relative_energy_ev=4.633 energy_ha=-733.7370 homo_energy_ha=-0.3549 spin_multiplicity=1
C -0.766 1.009 0.053 -0.50
C -1.941 0.228 -0.083 -0.09
C -0.323 -1.107 -0.008 -0.65
H 2.006 -0.936 1.323 0.17
H 0.257 2.606 0.381 0.13
H -3.001 0.600 -0.186 0.15
H -0.219 -2.832 -0.299 -0.01
N 0.227 0.035 0.416 -0.30
N -0.772 2.284 -0.122 0.14
N -1.760 -1.042 0.033 0.18
N 0.325 -2.127 -0.144 0.18
S 2.063 0.358 -0.142 0.59

Entry 2:
81
Properties=species:S:1:pos:R:3:lowdin_charge:R:1 method="wB97M-V/def2-TZVPD" orbital_gap_ev="2.0 / 9.9" charge=-1 energy_ha=-4983.7149 homo_energy_ha="0.0101 / -0.2833" s_squared=0.751 spin_multiplicity=2
Cl -1.881 1.790 4.656 0.50
C -1.617 1.990 2.908 -0.65
C -2.843 2.625 2.056 -0.62
Cl -2.709 4.414 2.084 0.51
H -1.323 0.999 2.562 -0.01
H -0.741 2.638 2.890 0.04
H -3.804 2.342 2.486 0.06
H -2.857 2.233 1.039 -0.01
Cl 0.113 -0.258 0.673 0.40
C 1.886 -0.299 0.001 -0.62
C 2.343 1.096 -0.425 -0.74
Cl 4.034 0.896 -0.861 0.48
H 1.955 -0.997 -0.833 0.01
H 2.557 -0.590 0.809 0.03
H 2.209 1.803 0.393 0.06
H 1.761 1.528 -1.240 0.03
Cl 0.488 3.747 -2.881 0.54
C -0.572 2.461 -3.487 -0.66
C -1.479 1.883 -2.403 -0.62
Cl -2.379 3.149 -1.486 0.54
H 0.062 1.762 -4.033 0.05
H -1.131 3.015 -4.241 0.05
H -0.834 1.559 -1.587 0.02
H -2.070 1.087 -2.855 0.08
C 1.000 -2.976 2.635 -0.19
O 0.955 -3.797 3.714 -0.24
P 1.699 -3.604 5.221 0.49
O 1.739 -2.215 5.632 -0.22
O 0.877 -4.720 6.047 -0.24
C -0.323 -4.490 6.814 -0.08
O 3.145 -4.318 5.070 -0.21
C 3.380 -5.538 4.572 -0.18
H -0.016 -2.620 2.466 0.06
H 1.213 -3.602 1.769 0.09
H 1.696 -2.137 2.602 0.08
H -0.872 -5.417 6.978 0.08
H -1.003 -3.671 6.580 0.09
H 0.204 -4.243 7.735 0.09
H 2.671 -5.867 3.812 0.09
H 3.310 -6.255 5.390 0.09
H 4.407 -5.576 4.210 0.09
C 3.312 1.918 -4.546 -0.17
O 4.486 2.225 -5.248 -0.22
P 5.158 3.728 -5.050 0.40
O 4.610 4.705 -5.927 -0.20
O 6.749 3.476 -5.158 -0.22
C 7.308 2.299 -4.516 -0.10
O 4.922 4.055 -3.497 -0.27
C 5.444 5.195 -2.898 -0.11
H 3.260 0.829 -4.566 0.07
H 2.375 2.334 -4.917 0.07
H 3.358 2.129 -3.478 0.04
H 6.783 2.201 -3.566 0.08
H 8.387 2.431 -4.447 0.08
H 7.294 1.348 -5.049 0.08
H 6.197 5.629 -3.556 0.08
H 5.828 4.797 -1.959 0.10
H 4.566 5.838 -2.959 0.10
C -7.658 1.873 -2.010 -0.13
O -6.662 1.598 -1.014 -0.20
C -5.805 0.429 -1.296 -0.14
C -4.916 -0.002 -0.060 -0.17
O -4.100 -1.046 -0.533 -0.15
C -3.212 -1.522 0.501 -0.16
C -2.289 -2.685 -0.122 -0.18
O -1.881 -3.724 0.798 -0.23
C -2.991 -4.470 1.420 -0.09
H -7.298 2.244 -2.970 0.08
H -8.247 2.765 -1.797 0.08
H -8.390 1.092 -2.218 0.08
H -5.200 0.722 -2.154 0.11
H -6.527 -0.307 -1.651 0.11
H -5.610 -0.299 0.726 0.13
H -4.270 0.850 0.151 0.10
H -3.790 -2.043 1.265 0.10
H -2.596 -0.906 1.157 0.08
H -1.320 -2.324 -0.467 0.07
H -2.726 -3.258 -0.940 0.11
H -3.935 -4.503 0.876 0.09
H -3.202 -4.015 2.388 0.07
H -2.663 -5.434 1.810 0.08